DFT (ωB97M-V/def2-TZVPD) results for a molecular structure, C35H27IrN2O4PS.

Geometry as XYZ:
```
71
Properties=species:S:1:pos:R:3:lowdin_charge:R:1
Ir 2.0068 -0.2567 -0.3280 1.309
C -5.2639 1.5316 2.0464 0.040
C -3.9117 1.1259 1.5603 -0.161
C -2.5658 0.1239 2.9829 -0.116
C -1.2153 -0.5477 2.8766 0.055
C -1.1803 -1.3781 1.8450 -0.217
C -2.5157 -0.3637 -0.1182 -0.156
C -3.7828 0.2197 0.5112 0.021
S 0.0843 -2.3630 1.1289 0.652
O -0.3207 -2.4764 -0.2360 -0.286
O 0.3015 -3.5269 1.9158 -0.218
N 1.4917 -1.3934 1.1091 -0.287
C 2.4018 -1.5034 2.2176 -0.232
C 2.1775 -2.0511 3.4568 0.002
C 3.2116 -2.0739 4.4181 -0.025
C 4.4505 -1.5637 4.1481 0.017
C 4.7004 -0.9636 2.8903 -0.129
C 5.9335 -0.3823 2.5173 0.044
C 6.0638 0.2044 1.2876 0.003
C 4.9617 0.2322 0.4205 -0.057
N 3.8083 -0.3191 0.7459 -0.048
C 3.6638 -0.9262 1.9534 -0.174
H -5.3453 1.4118 3.1274 0.117
H -6.0719 1.0003 1.5497 0.109
H -5.3646 2.6012 1.8411 0.129
H -2.9832 0.1040 3.9868 0.165
H -0.3978 -0.3108 3.5444 0.141
H -2.7736 -0.8647 -1.0470 0.129
H -4.7243 -0.1332 0.1045 0.176
H 1.2333 -2.4995 3.7195 0.107
H 3.0062 -2.5258 5.3781 0.123
H 5.2419 -1.6032 4.8845 0.132
H 6.7622 -0.4031 3.2135 0.137
H 6.9904 0.6607 0.9728 0.126
H 5.0060 0.7216 -0.5435 0.121
O 3.5509 2.8478 -2.3724 0.164
C 2.6266 2.1143 -2.1910 -0.488
O 2.8557 1.0075 -1.4264 -0.298
C 1.2690 2.3823 -2.7447 -0.127
C 1.2009 3.5015 -3.5757 0.015
C -0.0011 3.9274 -4.1053 -0.025
C -1.1671 3.2493 -3.7806 -0.035
C -1.1072 2.1355 -2.9627 -0.080
C 0.1035 1.6646 -2.4525 -0.273
P 0.0267 0.1050 -1.4975 0.968
C -1.3275 0.5147 -0.3284 -0.249
C -1.0096 1.6426 0.4433 -0.098
C -1.5617 2.1290 1.5949 0.023
C -2.7027 1.5675 2.3689 -0.151
C -3.4603 -0.6696 1.9678 -0.001
C -2.4574 -1.4025 1.0540 -0.149
C -0.4611 -1.1215 -2.7307 -0.358
C 0.5212 -2.0225 -3.1369 -0.098
C 0.2616 -2.9363 -4.1459 -0.045
C -0.9870 -2.9688 -4.7472 -0.044
C -1.9748 -2.0811 -4.3430 -0.052
C -1.7122 -1.1543 -3.3476 -0.093
H 2.1170 4.0353 -3.7855 0.132
H -0.0316 4.7926 -4.7527 0.123
H -2.1214 3.5841 -4.1642 0.119
H -2.0307 1.6325 -2.7136 0.096
H -0.1535 2.2148 0.0923 0.109
H -1.1112 3.0178 2.0157 0.125
H -3.0167 2.2865 3.1204 0.156
H -4.3062 -1.2231 2.3537 0.176
H -2.7998 -2.3838 0.7390 0.174
H 1.4917 -2.0205 -2.6554 0.086
H 1.0342 -3.6262 -4.4561 0.119
H -1.1931 -3.6849 -5.5310 0.119
H -2.9490 -2.1032 -4.8120 0.116
H -2.4963 -0.4623 -3.0722 0.091
```

## Properties
Total charge ... +2
Multiplicity ... 2
E_HOMO (spin up / spin down) ... -13.7163 / -13.9758 eV
Energy above the lowest of the compared OMol25 structures with the same formula, charge and spin ... 0.0000 eV
Orbital gap (spin up / spin down) ... 6.01 / 6.34 eV
⟨S²⟩ ... 0.787